# 1
Below is C23H55BrN10O7P2W as an isolated structure, with properties calculated with ωB97M-V with the def2-TZVPD basis set.

Element x y z (Å)
1 W 0.1266 0.2082 -0.3492
2 C -4.3835 0.4212 1.1337
3 N -3.7680 -0.8788 1.3489
4 C -4.6346 -1.8516 2.0119
5 C -2.4811 -1.1549 1.0470
6 N -1.8799 -0.6488 -0.0425
7 C -2.6828 -0.5904 -1.2737
8 C -2.7383 0.8137 -1.8101
9 N -1.4180 1.5004 -1.7103
10 C -1.6493 2.8732 -1.1901
11 C -1.2870 2.8401 0.2652
12 N 0.1154 2.4285 0.2239
13 C 0.9658 3.3306 0.7472
14 N 0.6582 3.9819 1.8887
15 C -0.1502 3.3865 2.9476
16 C 1.0944 5.3515 2.1601
17 N 2.1068 3.6922 0.1245
18 C 3.3354 4.0104 0.8472
19 C 2.1746 3.9081 -1.3154
20 C -0.7399 1.5549 -3.0200
21 C -0.4994 0.1594 -3.5049
22 N 0.1977 -0.6033 -2.4527
23 C 0.7114 -1.7708 -2.8882
24 N 1.9101 -2.2346 -2.4436
25 C 2.0920 -3.6592 -2.1848
26 C 3.1446 -1.5410 -2.8244
27 N 0.0876 -2.5196 -3.8229
28 C 0.8531 -3.2326 -4.8536
29 C -1.3511 -2.7118 -3.9410
30 N -1.7957 -1.9839 1.8669
31 C -1.2115 -3.2080 1.3173
32 C -2.0599 -2.0090 3.3013
33 H -4.8900 0.7238 2.0514
34 H -5.1253 0.3987 0.3311
35 H -3.6233 1.1582 0.9077
36 H -5.5847 -1.8869 1.4764
37 H -4.8361 -1.5747 3.0482
38 H -4.1920 -2.8421 1.9792
39 H -3.6927 -0.9675 -1.1242
40 H -2.2057 -1.2401 -1.9941
41 H -3.4520 1.3845 -1.2308
42 H -3.0916 0.8251 -2.8431
43 H -2.6714 3.1942 -1.3929
44 H -0.9785 3.5656 -1.6958
45 H -1.9018 2.1242 0.8135
46 H -1.4281 3.8192 0.7166
47 H -0.4313 2.3727 2.6861
48 H -1.0534 3.9781 3.1142
49 H 0.4219 3.3656 3.8765
50 H 1.4385 5.8294 1.2490
51 H 1.8864 5.3863 2.9096
52 H 0.2421 5.9144 2.5422
53 H 3.2396 3.7393 1.8948
54 H 3.5948 5.0680 0.7704
55 H 4.1514 3.4304 0.4083
56 H 3.0516 3.4191 -1.7337
57 H 2.2386 4.9811 -1.5197
58 H 1.2910 3.5024 -1.7919
59 H 0.2068 2.0723 -2.8838
60 H -1.3446 2.1117 -3.7400
61 H 0.1258 0.2051 -4.3980
62 H -1.4465 -0.2890 -3.8054
63 H 2.4756 -4.2089 -3.0466
64 H 1.1553 -4.1071 -1.8588
65 H 2.8229 -3.7551 -1.3827
66 H 3.6295 -2.1100 -3.6268
67 H 3.8220 -1.4721 -1.9778
68 H 2.9143 -0.5455 -3.1893
69 H 1.9023 -2.9653 -4.8113
70 H 0.4698 -2.9413 -5.8322
71 H 0.7454 -4.3122 -4.7490
72 H -1.8511 -2.4952 -3.0059
73 H -1.5318 -3.7605 -4.1737
74 H -1.7873 -2.1121 -4.7424
75 H -0.9218 -3.0560 0.2827
76 H -1.9363 -4.0274 1.3814
77 H -0.3278 -3.4857 1.8851
78 H -2.6854 -2.8535 3.6019
79 H -2.5361 -1.0813 3.6126
80 H -1.1027 -2.0994 3.8139
81 C 3.4076 -1.4236 3.3880
82 C 2.0150 -1.4392 2.7543
83 O 1.0454 -2.1215 3.5746
84 P 1.2725 0.2230 2.7518
85 O 0.8885 0.5281 4.2451
86 O 2.3553 1.3198 2.5000
87 O 0.0700 0.3423 1.8491
88 P 2.0646 -2.2029 1.0563
89 O 1.6118 -3.7076 1.4135
90 O 3.4173 -2.1846 0.4840
91 O 0.8613 -1.6210 0.2919
92 H 3.4432 -0.7740 4.2625
93 H 4.1578 -1.1087 2.6646
94 H 3.6595 -2.4369 3.7052
95 H 1.2743 -3.0599 3.5902
96 H 0.6268 -0.2583 4.7525
97 H 2.8267 1.2243 1.6424
98 H 2.3566 -4.3079 1.2523
99 Br 2.6060 0.7656 -0.5850

## Properties
HOMO level (alpha / beta): -12.98 / -13.75 eV
Charge: +2
DFT total energy: -144417.57168 eV
Gap between HOMO and LUMO (alpha / beta): 8.071 / 8.687 eV
Multiplicity: 3


# 2
Below is C42H34As2N3O2Rh as an isolated structure at a distorted geometry, with properties calculated with ωB97M-V with the def2-TZVPD basis set.

Element x y z (Å)
1 Rh 0.2940 -0.2058 -0.8494
2 O 0.2770 -0.8887 -7.6430
3 C -0.6751 -0.3399 -7.1088
4 O -1.7492 0.1870 -7.3576
5 C -0.4204 -0.3095 -5.4303
6 C 0.7813 -0.7930 -4.9213
7 C 0.9529 -0.7919 -3.5552
8 N -0.0493 -0.3444 -2.7493
9 C -1.2086 0.1709 -3.2378
10 C -1.4168 0.1901 -4.6013
11 C -2.1194 0.6498 -2.2031
12 C -3.4060 1.0903 -2.4797
13 C -4.2305 1.4941 -1.4495
14 C -3.7447 1.4410 -0.1503
15 C -2.4561 0.9998 0.0545
16 N -1.6399 0.6188 -0.9289
17 C 2.1281 -1.2323 -2.8048
18 C 3.2430 -1.8201 -3.3846
19 C 4.3006 -2.2153 -2.5874
20 C 4.2201 -2.0150 -1.2150
21 C 3.0875 -1.4251 -0.6973
22 N 2.0607 -1.0345 -1.4605
23 H 1.5421 -1.1513 -5.6034
24 H -2.3250 0.5847 -5.0391
25 H -3.7528 1.1059 -3.5035
26 H -5.2357 1.8417 -1.6461
27 H -4.3488 1.7429 0.6929
28 H -2.0557 0.9636 1.0536
29 H 3.2681 -1.9728 -4.4544
30 H 5.1744 -2.6792 -3.0238
31 H 5.0210 -2.3182 -0.5564
32 H 2.9825 -1.2468 0.3645
33 C -0.0543 -0.3128 2.7525
34 C 1.1487 0.6003 2.6156
35 As 1.2944 1.4970 0.8695
36 C 2.8137 2.6560 1.2593
37 C 3.8785 2.1609 2.0079
38 C 4.8433 3.0345 2.4803
39 C 4.7653 4.3862 2.1729
40 C 3.7288 4.8668 1.3846
41 C 2.7531 4.0028 0.9143
42 C -0.0913 2.8420 0.7625
43 C -0.7323 3.3660 1.8772
44 C -1.6888 4.3585 1.7119
45 C -1.9927 4.8284 0.4413
46 C -1.3275 4.3295 -0.6718
47 C -0.3782 3.3340 -0.5106
48 As -0.0928 -1.6589 1.2988
49 C 0.3099 -3.2863 2.3022
50 C 1.2843 -3.2772 3.2956
51 C 1.3881 -4.3583 4.1542
52 C 0.5391 -5.4480 4.0065
53 C -0.3992 -5.4704 2.9840
54 C -0.5044 -4.3982 2.1122
55 C -1.9636 -2.0094 0.9367
56 C -2.3242 -2.4055 -0.3496
57 C -3.6555 -2.6359 -0.6596
58 C -4.6246 -2.4923 0.3249
59 C -4.2604 -2.1514 1.6205
60 C -2.9314 -1.9062 1.9296
61 H -0.9909 0.2456 2.7281
62 H -0.0082 -0.8416 3.7036
63 H 2.0655 0.0135 2.7163
64 H 1.1746 1.3596 3.3987
65 H 3.9582 1.1041 2.2307
66 H 5.6542 2.6590 3.0895
67 H 5.5220 5.0667 2.5395
68 H 3.6708 5.9179 1.1373
69 H 1.9443 4.3823 0.3060
70 H -0.4836 3.0146 2.8726
71 H -2.1843 4.7763 2.5781
72 H -2.7475 5.5936 0.3158
73 H -1.5464 4.7138 -1.6595
74 H 0.1488 2.9301 -1.3698
75 H 1.9496 -2.4295 3.4159
76 H 2.1295 -4.3524 4.9416
77 H 0.6198 -6.2900 4.6804
78 H -1.0570 -6.3203 2.8635
79 H -1.2280 -4.4221 1.3091
80 H -1.5561 -2.5434 -1.1040
81 H -3.9338 -2.9370 -1.6614
82 H -5.6659 -2.6586 0.0817
83 H -5.0120 -2.0889 2.3967
84 H -2.6486 -1.6418 2.9426

## Properties
HOMO level (alpha / beta): -12.18 / -12.18 eV
Charge: +2
DFT total energy: -177341.17206 eV
Gap between HOMO and LUMO (alpha / beta): 3.439 / 3.439 eV


# 3
Below is a 10-piece molecular cluster, C34H62FNO30S overall at a distorted geometry, with properties calculated with ωB97M-V with the def2-TZVPD basis set.

Element x y z (Å)
1 C 6.2321 0.4836 -1.9389
2 C 5.5637 1.8462 -2.5133
3 F 6.5994 2.5032 -3.2652
4 O 5.1279 2.5939 -1.3532
5 S 3.7522 3.5279 -1.7172
6 O 3.9438 4.9345 -1.2155
7 O 2.3783 2.9394 -0.8529
8 C 1.8916 1.8705 -1.6639
9 C 2.5432 0.4554 -1.7635
10 C 2.0522 -0.6992 -2.6518
11 N 0.9181 -0.5295 -3.4861
12 C 0.3085 0.7457 -3.4391
13 C 0.6388 1.9942 -2.6087
14 H 7.3328 0.7008 -1.7467
15 H 6.0385 -0.3926 -2.6458
16 H 5.7252 0.1975 -0.9413
17 H 4.6780 1.6046 -3.1927
18 H 3.4876 0.2690 -1.1363
19 H 2.6436 -1.6867 -2.6448
20 H -0.5919 0.8758 -4.1487
21 H 0.0349 2.9708 -2.6724
22 C -5.2895 0.4344 -4.2134
23 O -4.2874 1.3571 -4.6423
24 C -4.7174 2.6235 -4.7623
25 O -5.8396 3.0166 -4.5425
26 O -3.6803 3.3777 -5.1702
27 C -3.9908 4.7603 -5.3429
28 H -4.8298 -0.5527 -4.1522
29 H -5.6627 0.7038 -3.2228
30 H -6.1075 0.3904 -4.9358
31 H -4.3109 5.2044 -4.3979
32 H -4.7575 4.8893 -6.1102
33 H -3.0853 5.2703 -5.6725
34 C -5.3773 -5.8756 -2.9571
35 O -4.8707 -4.5605 -3.1784
36 C -3.7224 -4.5225 -3.8752
37 O -3.1219 -5.4764 -4.3042
38 O -3.3604 -3.2355 -4.0103
39 C -2.1470 -3.0415 -4.7365
40 H -6.3026 -5.7847 -2.3875
41 H -5.6025 -6.3667 -3.9063
42 H -4.6692 -6.4684 -2.3739
43 H -2.2436 -3.4191 -5.7568
44 H -1.3103 -3.5213 -4.2241
45 H -1.9528 -1.9693 -4.7833
46 C -8.3441 3.5882 -5.5811
47 O -8.5199 4.0874 -6.9091
48 C -9.7295 4.6215 -7.1431
49 O -10.6340 4.7050 -6.3487
50 O -9.7573 5.0475 -8.4183
51 C -10.9931 5.6425 -8.8089
52 H -7.3318 3.1812 -5.5059
53 H -8.4469 4.3935 -4.8501
54 H -9.0564 2.7855 -5.3741
55 H -11.2013 6.5295 -8.2064
56 H -11.8099 4.9217 -8.7303
57 H -10.9010 5.9476 -9.8519
58 C 8.4785 0.8929 4.6289
59 O 8.3004 1.3981 3.3071
60 C 7.0924 1.9442 3.0841
61 O 6.1953 2.0308 3.8860
62 O 7.0595 2.3760 1.8127
63 C 5.8251 2.9844 1.4320
64 H 9.4847 0.4777 4.6941
65 H 8.3875 1.6956 5.3639
66 H 7.7614 0.0957 4.8368
67 H 5.6287 3.8708 2.0397
68 H 5.0023 2.2697 1.5123
69 H 5.9099 3.2943 0.3896
70 C -4.3673 5.0472 -1.1950
71 O -3.3303 4.9316 -0.2237
72 C -2.1804 5.5344 -0.5722
73 O -1.9789 6.1374 -1.5984
74 O -1.2961 5.3444 0.4187
75 C -0.0161 5.9326 0.1846
76 H -5.2457 4.5268 -0.8121
77 H -4.6311 6.0950 -1.3553
78 H -4.0697 4.5750 -2.1340
79 H -0.0999 7.0169 0.0863
80 H 0.4492 5.4976 -0.7027
81 H 0.6146 5.7141 1.0466
82 C 2.7749 -4.9516 2.6963
83 O 2.5847 -4.4523 1.3729
84 C 1.3807 -3.8944 1.1622
85 O 0.4951 -3.7923 1.9743
86 O 1.3360 -3.4701 -0.1124
87 C 0.1041 -2.8505 -0.4803
88 H 3.7769 -5.3781 2.7521
89 H 2.7027 -4.1433 3.4274
90 H 2.0521 -5.7396 2.9185
91 H -0.0741 -1.9583 0.1241
92 H -0.7258 -3.5542 -0.3845
93 H 0.1806 -2.5483 -1.5254
94 C 4.5560 -10.3584 5.1483
95 O 4.4127 -10.6948 3.7694
96 C 3.7302 -9.7885 3.0519
97 O 3.2546 -8.7617 3.4743
98 O 3.6684 -10.2227 1.7827
99 C 2.9650 -9.3504 0.8995
100 H 5.1210 -11.1564 5.6309
101 H 5.1120 -9.4251 5.2616
102 H 3.5789 -10.2870 5.6311
103 H 3.4582 -8.3773 0.8448
104 H 1.9251 -9.2394 1.2145
105 H 2.9786 -9.8003 -0.0938
106 C 4.3281 -7.9532 11.2065
107 O 4.1868 -8.2923 9.8282
108 C 3.5042 -7.3878 9.1056
109 O 3.0278 -6.3614 9.5228
110 O 3.4458 -7.8273 7.8373
111 C 2.7437 -6.9596 6.9473
112 H 4.8929 -8.7510 11.6898
113 H 4.8835 -7.0195 11.3188
114 H 3.3504 -7.8813 11.6880
115 H 3.2362 -5.9863 6.8894
116 H 1.7028 -6.8482 7.2587
117 H 2.7607 -7.4147 5.9556
118 C 0.3457 9.7333 5.1082
119 O 0.0084 8.7494 4.1322
120 C -1.3118 8.6102 3.9236
121 O -2.1860 9.2297 4.4778
122 O -1.4871 7.6604 2.9899
123 C -2.8526 7.4040 2.6646
124 H 1.4325 9.7591 5.1936
125 H 0.0000 10.7210 4.7952
126 H -0.0714 9.4688 6.0823
127 H -3.3258 8.2989 2.2539
128 H -3.3975 7.0464 3.5410
129 H -2.8736 6.6234 1.9041

## Properties
HOMO level: -10.02 eV
DFT total energy: -112726.11601 eV
Gap between HOMO and LUMO: 9.375 eV